C5H13NO | ωB97M-V with the def2-TZVPD basis set

```
20
Properties=species:S:1:pos:R:3:forces:R:3:mulliken_charge:R:1
C 2.99181 0.01724 0.25662 2.17 -0.94 -3.05 -1.037
N 1.66448 0.07387 -0.18735 -1.99 -0.63 -0.82 0.153
C 1.05986 0.78300 -1.30586 0.30 1.23 -0.53 -0.446
C -0.48869 0.70065 -1.02328 -0.16 -2.57 -1.80 -0.742
C -0.61245 -0.73105 -0.26164 1.09 1.74 -0.15 -0.454
C 0.73044 -0.72001 0.56798 -0.98 -1.12 -0.40 -0.638
H 3.08424 0.68895 1.07763 0.78 -0.14 1.47 0.324
H 3.71613 0.46122 -0.55898 -1.30 -0.92 1.36 0.292
H 3.28806 -1.13123 0.36245 -0.19 2.50 0.45 0.299
H 1.52976 1.88335 -1.42530 -1.29 -2.28 0.32 0.315
H 1.23827 0.24138 -2.26041 0.10 0.44 0.17 0.232
H -1.26257 0.91616 -1.87155 1.88 -1.05 0.77 0.310
H -0.83273 1.40301 -0.37361 -0.30 2.23 2.41 0.329
H -0.52155 -1.54741 -0.97487 -0.35 -0.01 -0.08 0.286
H -1.52487 -0.83856 0.37038 0.71 0.07 -0.57 0.157
H 0.60129 -0.21810 1.52370 -0.31 -0.38 0.64 0.319
H 1.05328 -1.82705 0.74039 -0.18 1.81 -0.20 0.294
O -4.43699 -0.21173 1.54576 1.13 0.99 -0.44 -0.608
H -3.63983 0.27671 1.24522 -0.20 -0.99 0.12 0.291
H -4.97085 0.56924 1.68731 -0.91 0.01 0.31 0.324
```
Forces are in eV/Å.

Frontier orbital gap ... 8.4 eV
Energy above the lowest of the compared OMol25 structures with the same formula, charge and spin ... 59.4 kcal per mole
HOMO ... -7.65 eV
Total charge ... 0

***

C28H78N6O10 | ωB97M-V with the def2-TZVPD basis set

```
122
Properties=species:S:1:pos:R:3:forces:R:3:mulliken_charge:R:1
C -2.16247 -3.67324 1.25526 -1.19 -0.97 6.33 -0.540
C -0.87818 -3.47585 2.03397 1.33 -2.87 1.29 2.093
O -0.96006 -3.85559 3.38058 0.21 -1.14 0.66 -0.593
O -1.84975 -3.86072 0.05255 1.57 -0.19 -8.69 -0.579
H -2.81614 -2.82281 1.40262 -0.67 0.61 0.49 0.155
H -2.70842 -4.60514 1.49145 0.08 0.46 1.21 0.321
H -0.48825 -2.51698 1.94795 0.43 2.22 -0.30 -1.373
H 0.01782 -4.12928 1.76583 -1.56 0.49 -0.93 0.006
H -1.41114 -3.21269 3.88838 -0.55 1.24 0.43 0.693
H -1.33877 -3.08917 -0.19884 0.67 -0.06 -0.80 -0.182
C -0.73078 -1.04454 -1.45555 -2.76 4.60 -3.43 0.062
C -1.69539 -0.10089 -0.70251 1.56 1.85 -1.83 -1.245
O -0.86357 0.77158 0.07136 -0.29 0.56 0.14 1.044
O -0.06329 -1.70734 -0.59999 3.33 -4.07 3.97 3.223
H 0.02253 -0.47825 -2.09009 -1.22 0.16 0.26 -0.676
H -1.31179 -1.60019 -2.16830 -0.36 -0.93 -0.25 0.846
H -2.49062 -0.55802 -0.13620 -0.03 -0.48 0.40 0.316
H -2.10369 0.55881 -1.45160 -0.97 0.09 -0.42 0.639
H -0.98271 1.72739 -0.21720 -0.43 -1.63 -0.16 -0.728
H 0.69792 -1.16353 -0.34145 0.30 -0.36 0.38 -1.817
C 2.56411 0.75112 3.04699 1.67 -2.23 0.08 -1.614
C 1.87300 0.63474 1.74773 -0.20 -0.49 -0.89 0.973
C 2.88540 0.14069 0.71172 -0.42 0.50 0.17 -1.269
O 2.29529 -0.04009 -0.58445 0.32 0.59 0.67 -0.082
C 2.07055 1.21038 -1.18539 -0.15 -0.56 -2.19 -0.587
N 0.80520 -0.32861 1.91807 -0.60 -0.57 -1.86 1.609
H 3.43340 1.35125 3.15076 0.82 0.91 -0.53 0.410
H 2.93919 -0.30195 3.24798 -0.56 1.04 0.26 0.168
H 1.91025 1.04733 3.79417 -1.37 0.32 1.60 0.470
H 1.37455 1.54396 1.41664 0.56 0.75 -0.11 0.002
H 3.33296 -0.80436 1.02156 -0.25 0.00 -0.09 0.049
H 3.67744 0.89459 0.68645 0.21 -0.01 -0.41 0.630
H 1.58737 1.01223 -2.14235 -0.12 -0.19 0.04 -0.409
H 2.95729 1.75254 -1.49518 0.72 -0.01 0.51 0.497
H 1.40222 1.87796 -0.70562 -0.55 0.48 1.10 0.055
H 0.06246 -0.08218 1.21298 1.15 -0.49 0.94 -1.362
H 0.34715 -0.11688 2.76435 -0.30 -0.05 1.50 -0.177
C 0.90212 6.14506 -5.40379 -0.55 -1.27 1.88 -1.663
C 0.04845 5.46529 -4.31079 0.20 -1.00 -0.61 0.475
C 0.04226 3.99233 -4.62265 -0.43 -0.85 -1.39 -0.840
O -0.35198 3.24148 -3.48327 -1.16 -0.75 -0.84 -0.100
C -0.47720 1.87771 -3.84763 -0.60 -1.09 -0.75 -0.686
N 0.64311 5.54822 -2.97785 1.21 1.26 0.06 -0.608
H 1.87772 5.69016 -5.31547 0.38 -0.33 -0.52 0.437
H 1.05114 7.13178 -5.10349 0.02 1.98 0.05 0.447
H 0.46227 6.05069 -6.36891 -0.14 0.01 -0.76 0.406
H -1.01969 5.75189 -4.34270 0.53 0.56 0.37 0.293
H 1.05279 3.67581 -4.85886 0.49 -0.08 -0.26 0.344
H -0.59348 3.73950 -5.52937 0.42 0.25 1.02 0.352
H -1.01871 1.68766 -4.83604 0.61 0.69 1.08 0.337
H -1.03673 1.27012 -3.11310 0.36 0.81 0.01 -0.148
H 0.51962 1.43897 -3.95106 0.00 -0.04 -0.09 0.327
H 1.68710 5.64244 -3.02349 -1.36 0.06 -0.15 0.320
H 0.48589 4.63997 -2.58074 0.13 -0.08 0.63 0.212
C -2.54934 3.10140 1.20691 -0.67 -0.86 -1.11 -1.734
C -2.45857 3.90912 -0.04430 -1.13 1.22 0.96 0.099
C -2.08973 5.37759 0.28380 -0.76 -1.12 0.09 -0.933
O -2.97794 5.92743 1.21401 -1.19 0.27 -0.51 -0.323
C -2.77558 7.30653 1.40137 1.71 -0.29 -0.55 -0.780
N -1.39787 3.31615 -0.77818 0.42 -0.77 -0.70 -0.373
H -2.70666 2.03160 0.95291 0.42 0.76 0.59 0.195
H -3.29900 3.45017 1.83077 -1.88 0.53 1.08 0.689
H -1.68502 3.36960 1.74233 1.66 -0.63 0.91 0.358
H -3.44515 3.89840 -0.56882 0.89 -0.10 -0.07 0.539
H -2.06104 5.86821 -0.68677 0.14 0.75 0.02 0.493
H -1.14497 5.39325 0.79897 1.14 -0.09 -0.31 0.422
H -1.75924 7.45616 1.79328 0.01 0.11 0.12 0.320
H -3.45617 7.66320 2.12104 -0.98 0.38 0.72 0.280
H -2.80743 7.89919 0.47878 -0.38 -0.21 -0.06 0.301
H -0.55674 3.32286 -0.22704 0.44 0.45 0.56 0.188
H -1.15059 3.83345 -1.58158 0.08 0.37 -1.36 0.040
C -0.51852 -4.38855 -4.95289 -0.90 -0.96 1.17 -1.759
C 0.53040 -3.82552 -4.07068 0.80 0.29 0.43 0.389
C 1.02346 -2.38486 -4.37379 -0.24 -1.06 0.88 -0.341
O 2.13618 -2.18419 -3.47554 -0.91 0.81 -1.06 -0.121
C 2.75205 -0.94394 -3.80996 0.11 -1.63 -1.09 -0.668
N 0.11288 -3.85566 -2.65384 2.85 0.27 -1.12 -0.193
H -0.74650 -5.38773 -4.50271 0.15 0.52 -0.79 0.387
H -0.19674 -4.45353 -5.96245 0.13 -0.27 -0.97 0.470
H -1.45194 -3.84158 -4.88145 -0.23 0.38 -0.17 0.376
H 1.38565 -4.50563 -4.11473 0.30 0.27 -0.29 0.248
H 0.20191 -1.68049 -4.14560 0.17 -0.03 0.14 -0.090
H 1.30347 -2.17055 -5.39239 0.41 -0.30 -0.64 0.602
H 3.33809 -1.10227 -4.74568 -0.10 0.37 0.60 0.390
H 3.35101 -0.67064 -2.98483 0.84 0.41 0.76 0.109
H 2.00538 -0.20167 -4.00353 -0.50 0.68 -0.07 0.239
H -0.84282 -3.70331 -2.61851 -2.26 0.52 0.35 0.350
H 0.62990 -3.01677 -2.37993 -0.72 -0.58 1.36 -0.689
C -2.00023 0.30202 3.22133 0.32 1.43 0.79 -1.121
C -1.80043 0.21810 4.74568 -1.11 -1.23 -0.36 0.240
C -2.71167 -0.82380 5.40565 -0.96 1.94 -0.63 -1.102
O -2.31900 -2.02804 4.88766 -0.34 -2.15 0.41 -0.509
C -2.95396 -3.13355 5.55554 0.33 -0.14 -0.74 -1.118
N -0.47926 -0.19067 5.11234 1.05 -0.38 -0.83 -0.510
H -1.86370 -0.61597 2.69015 -0.07 -0.79 -0.09 -0.197
H -1.25104 0.99573 2.82259 -0.23 -0.05 0.09 0.089
H -2.96277 0.74880 2.98728 -0.27 -0.19 -0.03 0.663
H -2.04120 1.13379 5.22230 -0.17 1.26 0.14 0.701
H -3.77003 -0.58841 5.16898 0.17 -0.32 0.26 0.424
H -2.53666 -0.79640 6.48197 -0.21 0.05 0.27 0.514
H -2.53302 -4.06057 5.14318 -0.08 0.31 0.27 0.363
H -4.00004 -3.10359 5.30519 -0.64 -0.07 0.05 0.326
H -2.83299 -3.09798 6.63608 0.18 0.14 0.11 0.341
H -0.57597 -1.20144 5.20917 0.90 0.17 0.08 0.132
H -0.24911 0.20313 5.99600 0.39 0.15 0.74 0.295
C 2.69348 -3.45377 -0.81737 3.35 0.64 -1.70 -0.125
C 3.33886 -4.05828 0.40889 1.16 1.23 -1.87 0.793
C 2.97706 -3.28927 1.73915 0.27 1.64 0.45 0.089
O 2.38804 -4.26919 2.63972 0.10 2.71 4.00 -0.439
C 2.07036 -3.63424 3.92043 -1.61 -0.06 0.29 -0.485
N 2.66190 -5.34102 0.56949 0.34 1.12 1.18 -1.181
H 1.71916 -3.18158 -0.70894 -2.87 0.26 0.88 -0.951
H 2.73438 -4.05847 -1.76465 0.28 0.08 1.27 0.163
H 3.15668 -2.51413 -1.08746 0.44 0.52 -0.19 0.257
H 4.48405 -4.03751 0.26818 -1.58 -0.56 0.37 0.402
H 2.17795 -2.54628 1.65026 0.33 0.31 -0.47 -0.529
H 3.85602 -2.85891 2.23024 -0.04 0.12 -0.04 0.581
H 1.32569 -2.76189 3.82817 0.93 -1.48 -0.22 0.024
H 2.93064 -3.23144 4.40891 1.11 0.33 -0.10 0.349
H 1.68664 -4.38834 4.67196 0.08 0.57 -1.44 0.238
H 1.76203 -5.03100 0.19833 -0.30 -1.14 -0.34 0.299
H 2.54950 -4.80854 1.51922 -1.52 -6.52 -1.71 0.569
```
Forces are in eV/Å.

Frontier orbital gap ... 8.5 eV
Energy above the lowest of the compared OMol25 structures with the same formula, charge and spin ... 263.2 kcal per mole
HOMO ... -8.14 eV
Total charge ... 0

***

C6H5N | ωB97M-V with the def2-TZVPD basis set

```
12
Properties=species:S:1:pos:R:3:forces:R:3:mulliken_charge:R:1
C 1.79809 2.61532 -0.52311 -0.26 -0.25 -0.14 0.304
C 1.06145 1.65940 -0.63885 0.14 0.11 -0.02 -0.455
C 0.08126 0.63489 -0.68938 -0.16 -0.17 0.24 -0.613
N 0.31190 -0.68007 -0.82263 0.06 0.28 -0.02 -0.130
C -0.49471 -1.62545 -0.27698 -0.09 0.05 -0.17 -0.630
C -1.15474 -1.33774 0.93483 -0.19 0.14 0.38 -0.485
C -1.58673 -1.10653 2.04471 0.03 -0.23 -0.45 0.225
H 2.41968 3.48914 -0.44186 -0.20 -0.45 -0.04 0.394
H -0.96761 0.84715 -0.50262 0.35 0.26 0.26 0.381
H 1.15839 -0.97886 -1.30184 -0.16 0.01 -0.08 0.267
H -0.67429 -2.55263 -0.82076 0.45 0.21 0.30 0.353
H -1.95268 -0.96460 3.03848 0.04 0.05 -0.25 0.390
```
Forces are in eV/Å.

Frontier orbital gap (alpha / beta) ... 6.7 / 6.6 eV
Energy above the lowest of the compared OMol25 structures with the same formula, charge and spin ... 107.5 kcal per mole
HOMO (alpha / beta) ... -6.89 / -6.88 eV
Total charge ... 0

***

C17H25N3O3 | ωB97M-V with the def2-TZVPD basis set

```
48
Properties=species:S:1:pos:R:3:forces:R:3:mulliken_charge:R:1
C 3.58431 -1.04951 -3.54181 0.00 -0.26 -0.03 -1.322
C 3.16058 -2.50724 -3.39944 0.21 0.29 0.08 -0.471
N 2.03257 -2.61553 -2.48203 0.16 0.13 -0.05 0.438
C 1.02873 -3.60691 -2.82619 -0.15 -0.34 -0.02 -0.638
C 1.58130 -5.03417 -2.82918 -0.12 0.30 0.00 -1.200
C 2.34508 -2.40569 -1.14868 -0.33 -0.09 -0.08 0.113
O 3.48772 -2.37222 -0.73419 0.34 0.03 0.08 -0.664
N 1.24818 -2.24986 -0.32064 0.08 -0.12 0.12 0.185
C 0.14779 -1.38805 -0.70594 -0.15 0.40 -0.18 -0.965
C 0.41310 0.05359 -0.26192 -0.23 -0.25 -0.12 -0.669
N 0.61790 0.10213 1.17276 0.08 0.06 0.04 0.213
C 0.72501 1.46799 1.65636 0.01 -0.05 0.05 -1.234
C -0.58629 2.19352 1.51408 0.08 0.22 -0.08 0.325
C -0.64998 3.45963 0.95655 0.14 -0.19 0.08 -0.598
C -1.85417 4.15067 0.82907 -0.47 0.03 0.07 -1.031
C -2.98662 3.51757 1.27548 0.18 -0.44 0.16 1.125
C -2.93212 2.23798 1.83238 0.12 0.48 -0.20 0.958
C -1.74892 1.55886 1.96531 -0.36 0.10 0.03 -0.978
O -4.19692 1.84481 2.18804 0.46 -0.24 0.03 -0.496
C -5.04632 2.91845 1.84774 -1.26 0.04 0.18 -0.239
O -4.28565 3.95682 1.26954 0.42 0.21 -0.17 -0.478
C 1.77096 -0.70528 1.52832 -0.03 -0.28 0.02 -0.588
C 1.52043 -2.15042 1.10067 0.34 0.02 0.23 -1.137
H 4.37979 -0.96404 -4.27745 0.11 0.08 -0.07 0.413
H 2.74139 -0.43945 -3.85969 -0.06 0.06 -0.06 0.308
H 3.95022 -0.67759 -2.58915 0.05 0.07 0.06 0.299
H 2.84036 -2.89364 -4.36852 -0.01 -0.05 0.06 0.480
H 4.01090 -3.09858 -3.04029 -0.12 -0.03 -0.13 0.289
H 0.62904 -3.35785 -3.81503 -0.06 0.00 0.11 0.437
H 0.21853 -3.55337 -2.09974 -0.01 0.06 -0.14 0.345
H 0.77933 -5.73895 -3.03391 -0.05 -0.12 -0.03 0.427
H 2.01105 -5.26442 -1.85698 0.05 -0.08 0.10 0.294
H 2.35215 -5.15743 -3.58545 0.08 -0.05 -0.06 0.313
H 0.01732 -1.40562 -1.78678 -0.05 -0.06 0.08 0.535
H -0.76141 -1.75350 -0.21818 -0.02 0.04 -0.09 0.289
H -0.44817 0.67670 -0.51306 0.05 -0.02 -0.07 0.484
H 1.29614 0.43780 -0.80757 -0.04 0.03 0.01 0.219
H 0.98851 1.41880 2.71827 0.09 0.01 -0.07 0.390
H 1.52308 2.02747 1.13669 -0.04 -0.01 0.06 0.336
H 0.25701 3.93240 0.61093 0.12 0.01 -0.05 0.364
H -1.89815 5.13630 0.39750 -0.01 0.14 -0.07 0.421
H -1.70335 0.57038 2.38839 -0.01 -0.18 0.06 0.471
H -5.55063 3.29193 2.75405 0.20 -0.07 -0.18 0.243
H -5.80640 2.57392 1.12798 0.24 0.06 0.12 0.246
H 1.91081 -0.66499 2.61090 0.03 0.01 -0.01 0.442
H 2.69255 -0.34388 1.04041 -0.03 0.00 0.05 0.330
H 2.39594 -2.76048 1.32403 -0.12 0.03 0.04 0.557
H 0.64799 -2.54238 1.63148 0.06 0.03 0.04 0.420
```
Forces are in eV/Å.

Frontier orbital gap ... 8.9 eV
Energy above the lowest of the compared OMol25 structures with the same formula, charge and spin ... 65.8 kcal per mole
HOMO ... -8.10 eV
Total charge ... 0